19
Properties=species:S:1:pos:R:3:forces:R:3:nbo_charge:R:1 method="wB97M-V/def2-TZVPD" total_charge=0 e_above_lowest_ev=0.927 smiles=CC[C@@H](O)CCO orbital_gap_ev=11.039 spin_multiplicity=1
C 2.412312 -0.221941 0.743564 0.0346 -0.0404 0.0342 -0.6090
C 1.252561 0.210946 -0.146889 -0.0252 0.0442 -0.0270 -0.4184
C 0.089521 -0.788938 -0.125583 0.1213 -0.0064 -0.2862 0.0981
O -0.313881 -1.109363 1.202736 -0.1436 0.1027 0.1214 -0.7206
C -1.092844 -0.361762 -1.011319 0.0190 0.0364 -0.0274 -0.4510
C -2.077929 0.629609 -0.387580 -0.1821 -0.2789 -0.1015 -0.0741
O -1.513226 1.859333 0.030015 0.1199 0.0353 0.2036 -0.7127
H 3.250620 0.478501 0.668686 -0.1308 -0.0963 0.0220 0.2085
H 2.097038 -0.277874 1.789304 0.0662 0.0035 -0.1386 0.2165
H 2.777020 -1.215160 0.454671 -0.0494 0.1348 0.0361 0.2018
H 1.592290 0.296778 -1.188132 -0.0671 -0.0119 0.1363 0.2040
H 0.905571 1.212621 0.134535 0.0726 -0.1452 -0.0172 0.1941
H 0.481646 -1.735079 -0.522371 -0.0496 0.1137 0.0298 0.1739
H -1.047585 -0.540979 1.461585 0.0721 -0.0999 -0.0015 0.4565
H -1.673872 -1.250305 -1.291396 0.0729 0.1157 0.0483 0.2160
H -0.693840 0.069472 -1.937170 -0.0364 -0.0610 0.1208 0.2151
H -2.629231 0.149548 0.439510 0.0797 0.1047 -0.0978 0.1481
H -2.831515 0.891163 -1.136021 0.0841 -0.0674 0.0921 0.1933
H -0.984658 1.703434 0.821853 -0.0582 0.1163 -0.1473 0.4599